Entry from OMol25: a structure of composition C23H26BBaN7O3S3 (ωB97M-V with the def2-TZVPD basis set).

The geometry in XYZ format:
```
64
Properties=species:S:1:pos:R:3:forces:R:3
Ba -0.53469 0.42875 0.52432 0.2 0.0 0.2
N 2.18171 -0.43686 1.07488 -0.3 0.1 0.2
C 2.68262 -0.21652 2.38456 -0.2 0.0 -0.2
C 4.01581 -0.10625 2.66322 0.1 0.0 0.0
C 4.46990 0.08809 3.98714 0.0 0.0 -0.1
C 3.58828 0.14750 5.02476 0.0 0.0 0.0
C 2.19756 0.06527 4.77117 0.0 0.0 0.1
C 1.22611 0.16096 5.79385 0.1 0.0 0.0
C -0.09986 0.14582 5.47808 0.0 0.0 0.0
C -0.46169 0.05710 4.11983 0.0 -0.1 0.0
N 0.40481 -0.06626 3.14272 0.0 0.0 0.1
C 1.73821 -0.08385 3.44669 0.0 0.0 -0.1
H 2.82957 -0.21235 0.31305 0.1 -0.1 0.0
H 1.90761 -1.40858 0.95619 0.1 0.0 0.0
H 4.72749 -0.18543 1.85053 0.0 0.0 0.0
H 5.53268 0.16899 4.17342 0.0 0.0 0.0
H 3.93145 0.27314 6.04406 0.0 0.0 0.0
H 1.55126 0.25665 6.82320 0.0 0.0 0.0
H -0.86663 0.22628 6.23546 0.0 0.0 0.0
H -1.51102 0.09126 3.83694 0.0 0.0 0.0
C 2.45040 3.02001 -2.15402 -0.1 0.0 -0.1
N 1.05069 2.64265 -2.30918 0.1 -0.1 0.0
C 0.49282 2.12619 -3.45213 -0.1 0.1 -0.1
C -0.81195 1.91033 -3.18850 0.1 0.1 0.0
N -1.06209 2.27511 -1.86989 0.0 -0.2 0.0
B -2.48119 2.38328 -1.19680 -0.3 -0.1 0.0
N -3.37888 1.13062 -1.59292 0.1 0.2 0.0
C -3.99101 1.00311 -2.83059 0.0 0.0 0.1
C -4.82584 -0.05272 -2.79554 0.0 0.0 0.0
N -4.74143 -0.57587 -1.51987 0.0 0.0 0.0
C -5.52419 -1.68475 -1.01037 0.0 0.0 0.0
C -3.87826 0.16839 -0.78138 0.0 0.1 0.0
S -3.62144 -0.11115 0.88947 0.0 -0.1 -0.1
C 0.10529 2.73989 -1.34699 0.0 0.3 0.2
S 0.40020 3.31549 0.24460 0.0 0.0 -0.2
H 2.95935 2.77746 -3.08106 0.0 0.0 0.0
H 2.90268 2.43882 -1.35876 0.0 0.0 0.1
H 2.52116 4.08405 -1.93395 0.0 0.0 0.0
H 1.08453 1.91164 -4.32304 0.0 0.0 0.0
H -1.56827 1.51492 -3.83646 -0.1 -0.1 0.0
H -2.34850 2.37658 -0.00331 0.0 0.0 0.0
H -3.05862 3.36751 -1.58713 0.1 0.0 0.0
H -3.82619 1.71188 -3.62009 0.1 0.0 0.0
H -5.47775 -0.46657 -3.54380 0.0 0.0 0.0
H -6.13591 -2.07018 -1.82207 0.0 0.0 0.0
H -6.15959 -1.35446 -0.19097 0.0 0.0 0.0
H -4.87262 -2.47428 -0.64022 0.0 0.0 0.0
N -1.32346 -2.66228 0.63302 0.0 -0.3 -0.5
C -0.44630 -2.59815 -0.47074 0.0 0.2 0.5
C -0.70618 -1.76518 -1.55965 0.0 0.0 0.0
C 0.35597 -1.30943 -2.34754 0.1 0.0 0.0
C 1.65031 -1.72584 -2.08497 -0.2 0.0 0.0
C 1.86342 -2.73355 -1.15150 0.0 0.0 0.1
C 0.83283 -3.15365 -0.33701 -0.1 -0.1 0.0
S 3.07892 -0.81071 -2.64125 0.0 0.0 -0.1
O 2.58920 0.09725 -3.66285 0.0 0.0 0.0
O 4.04554 -1.79452 -3.06312 0.0 0.0 0.0
O 3.43766 -0.12507 -1.38860 0.1 0.2 -0.2
H -1.14939 -3.44507 1.24513 -0.1 0.0 0.0
H -2.31104 -2.52968 0.44979 0.0 0.1 0.0
H -1.71588 -1.39815 -1.73347 0.0 0.0 0.0
H 0.19022 -0.57352 -3.12541 0.0 0.0 0.0
H 2.86984 -3.11040 -1.01123 0.0 0.0 0.0
H 1.02377 -3.86366 0.46031 0.0 0.0 0.0
```
Positions in Å, forces in eV/Å.

Entry from OMol25: a structure of composition C23H26BN5O2STi (ωB97M-V with the def2-TZVPD basis set).

The geometry in XYZ format:
```
59
Properties=species:S:1:pos:R:3:forces:R:3
Ti -1.13226 -0.20792 -0.84662 -0.2 0.7 -0.3
N 5.94771 7.12374 0.64195 0.0 0.0 0.0
C 5.14795 6.32783 0.42913 0.1 0.1 0.0
C 4.14804 5.32850 0.17099 0.0 -0.1 0.0
C 4.10491 4.17927 0.95813 0.0 0.0 0.0
C 3.14877 3.21155 0.70743 0.0 0.0 0.0
C 2.21511 3.40016 -0.31163 0.0 0.0 0.0
C 2.26024 4.55246 -1.09463 0.0 0.0 0.0
C 3.23103 5.51078 -0.86163 0.0 0.0 0.0
C 1.18604 2.36189 -0.55634 0.0 0.0 0.0
C 1.63177 1.09319 -0.96428 0.1 0.0 0.0
C 2.94028 0.73632 -1.29004 -0.1 0.0 0.0
C 2.92668 -0.59452 -1.72642 0.0 0.0 0.0
C 1.62186 -1.01374 -1.65236 -0.1 0.0 0.0
N 0.79460 -0.00989 -1.20148 -0.1 0.0 0.2
C -0.15622 2.70634 -0.41045 0.0 0.1 0.0
C -0.66277 3.98651 -0.11425 0.0 0.0 0.0
C -2.04382 3.92879 -0.22050 -0.1 0.0 0.0
C -2.35666 2.61676 -0.54903 0.1 0.0 0.0
N -1.24285 1.84139 -0.64738 0.1 -0.6 0.1
H 4.82056 4.05070 1.75843 0.0 0.0 0.0
H 3.11484 2.31794 1.31787 0.0 0.0 0.0
H 1.55331 4.68809 -1.90337 0.0 0.0 0.0
H 3.28364 6.39893 -1.47616 0.0 0.0 0.0
H 3.79299 1.39438 -1.23858 0.0 0.0 0.0
H 3.76681 -1.17680 -2.06777 0.0 0.0 0.0
H 1.20606 -1.97204 -1.91649 0.1 0.0 0.0
H -0.06593 4.84838 0.13667 0.0 0.0 0.0
H -2.74832 4.73412 -0.09072 0.0 0.0 0.0
H -3.33026 2.19094 -0.72813 0.0 0.0 0.0
N -5.01111 -0.28401 1.99311 0.0 0.0 0.0
C -3.86767 0.08677 1.44255 0.0 0.0 -0.1
N -3.02234 0.84271 2.12341 0.0 0.0 0.0
S -3.56630 -0.45468 -0.17416 0.2 -0.1 0.0
H -5.31163 0.05764 2.89397 0.0 0.0 0.0
H -5.65064 -0.86031 1.47008 0.0 0.0 0.0
H -3.22792 1.16071 3.05915 0.0 0.0 0.0
H -2.20313 1.21489 1.67385 0.0 0.0 0.0
C -2.66276 -3.97222 -0.59792 0.0 0.0 0.0
C -1.16843 -3.75153 -0.59401 0.0 0.1 -0.1
C -0.48817 -4.42991 -1.75299 0.0 0.0 0.0
O -0.98552 -2.22007 -0.77894 0.0 -0.3 -0.2
B -0.84072 -1.73859 0.52693 0.0 0.1 0.3
O -0.69278 -2.63238 1.48168 0.0 0.0 0.0
C -0.48461 -3.94625 0.80235 0.0 0.0 0.1
C -1.14231 -5.01682 1.64472 0.0 0.0 0.0
C 1.01694 -4.14458 0.73158 0.0 0.0 0.0
H -3.08794 -3.61479 -1.53467 0.0 0.0 0.0
H -3.15180 -3.46556 0.23231 0.0 0.0 0.0
H -2.87151 -5.03940 -0.52393 0.0 0.0 0.0
H -0.98911 -4.18111 -2.68772 0.0 0.0 0.0
H -0.56719 -5.51098 -1.61957 0.0 0.0 0.0
H 0.56802 -4.18095 -1.82300 0.0 0.0 0.0
H -2.18244 -4.78284 1.86059 0.0 0.0 0.0
H -0.60431 -5.11641 2.58561 0.0 0.0 0.0
H -1.09777 -5.97879 1.13060 0.0 0.0 0.0
H 1.50895 -3.35446 0.16004 0.0 0.0 0.0
H 1.26024 -5.10585 0.27922 0.0 0.0 0.0
H 1.41985 -4.13426 1.74284 0.0 0.0 0.0
```
Positions in Å, forces in eV/Å.

As for the charge: +2.

Entry from OMol25: the molecule C23H26ClN3O3 (ωB97M-V with the def2-TZVPD basis set).

The geometry in XYZ format:
```
56
Properties=species:S:1:pos:R:3:forces:R:3
C -7.64298 -3.00661 -0.00775 0.0 0.0 0.1
C -6.64353 -1.89137 -0.03802 0.0 0.0 -0.1
C -5.39614 -2.05843 -0.62414 -0.1 0.0 0.1
C -4.46412 -1.03743 -0.63701 0.1 0.2 0.0
C -4.75922 0.18449 -0.03866 -0.4 -0.5 0.0
N -3.86812 1.25479 -0.03352 0.0 0.7 0.0
C -2.51080 1.23923 -0.03713 0.6 0.6 -0.1
C -1.72038 0.09725 0.30000 -0.2 0.0 0.0
N -0.43290 0.11554 0.31788 -0.2 -0.5 0.1
N 0.24553 1.19818 0.01360 -0.2 0.2 -0.1
C 1.71469 1.06359 0.04350 0.3 0.1 0.1
C 2.29351 1.99349 1.11464 0.1 0.1 0.0
C 3.81262 1.84086 1.14110 0.1 0.1 0.2
C 4.38515 2.21872 -0.22342 0.0 0.0 0.0
C 3.81273 1.28260 -1.28548 0.1 0.0 -0.2
C 4.18135 -0.16241 -0.95667 0.0 0.2 0.0
C 3.60460 -0.54180 0.40990 0.1 -0.3 0.0
C 3.98117 -1.99702 0.76479 0.0 0.2 -0.1
C 3.64809 -2.96377 -0.34002 -0.2 -0.1 0.1
O 2.54898 -3.24398 -0.73780 -0.2 0.0 0.0
O 4.75426 -3.51036 -0.86528 0.7 -0.2 -0.2
C 4.18462 0.39654 1.47249 0.0 0.1 -0.1
C 2.08256 -0.38189 0.38273 0.1 0.1 -0.1
C 2.29265 1.42477 -1.32825 0.1 0.1 -0.1
C -0.34696 2.42806 -0.29016 -0.1 0.0 0.0
O 0.31181 3.42694 -0.52835 0.0 0.1 0.0
C -1.78515 2.38225 -0.29361 -0.4 -0.1 0.0
Cl -2.59052 3.87693 -0.63962 0.1 -0.2 0.0
C -6.02026 0.36850 0.52762 0.2 0.0 0.0
C -6.94344 -0.65647 0.52743 0.1 -0.1 -0.1
H -8.64597 -2.63170 -0.20092 -0.1 0.0 0.0
H -7.64665 -3.47847 0.97539 -0.1 -0.1 0.0
H -7.40148 -3.76566 -0.74752 0.0 -0.1 0.0
H -5.14937 -3.00005 -1.09298 0.0 -0.1 -0.1
H -3.52042 -1.18088 -1.13954 0.1 0.0 -0.1
H -4.27262 2.18357 -0.06121 0.1 -0.2 0.0
H -2.17530 -0.83229 0.59903 -0.1 -0.1 0.0
H 2.02774 3.02470 0.88413 0.0 0.0 0.1
H 1.86813 1.73537 2.08753 -0.1 0.0 0.0
H 4.22422 2.50578 1.90802 0.0 0.0 0.0
H 4.12280 3.25080 -0.46097 0.0 0.1 0.0
H 5.47444 2.14131 -0.20589 0.1 0.0 0.0
H 4.22267 1.54742 -2.26593 0.0 0.0 0.1
H 5.26724 -0.28120 -0.94737 0.1 -0.1 0.0
H 3.77731 -0.82430 -1.72587 0.0 -0.1 -0.1
H 3.43083 -2.29770 1.65796 0.0 -0.1 0.0
H 5.05174 -2.06443 0.96000 0.0 0.0 0.1
H 4.52545 -4.12864 -1.57756 -0.3 0.2 0.1
H 5.27172 0.29529 1.50474 0.1 -0.1 0.0
H 3.79322 0.12851 2.45631 0.0 -0.1 0.1
H 1.66512 -0.64304 1.35610 0.0 -0.1 0.0
H 1.64843 -1.05971 -0.35186 0.0 0.0 0.1
H 2.02259 2.44977 -1.57987 0.0 -0.1 0.0
H 1.87125 0.75859 -2.08479 0.0 -0.1 0.0
H -6.26847 1.32332 0.96856 0.0 0.1 0.1
H -7.91445 -0.49751 0.97374 -0.1 0.0 0.0
```
Positions in Å, forces in eV/Å.

The SMILES is Cc1ccc(Nc2cnn([C@@]34C[C@@H]5C[C@@H](C[C@@](CC(=O)O)(C5)C3)C4)c(=O)c2Cl)cc1.

Sequential ΔE to the lowest compared entry with this formula, charge and spin output: 0.0, 55.9, 0.0 kJ/mol
Sequential gap between HOMO and LUMO output: 7.37, 6.48, 8.64 eV
Sequential DFT total energy output: -2746.21611, -2588.38402, -1742.29285 a.u.